No. 1
{
  "formula": "C24H70N2O10",
  "method": "ωB97M-V with the def2-TZVPD basis set",
  "species": ["O", "O", "O", "O", "O", "O", "O", "O", "O", "O", "N", "N", "C", "C", "C", "C", "C", "C", "C", "C", "C", "C", "C", "C", "C", "C", "C", "C", "C", "C", "C", "C", "C", "C", "C", "C", "H", "H", "H", "H", "H", "H", "H", "H", "H", "H", "H", "H", "H", "H", "H", "H", "H", "H", "H", "H", "H", "H", "H", "H", "H", "H", "H", "H", "H", "H", "H", "H", "H", "H", "H", "H", "H", "H", "H", "H", "H", "H", "H", "H", "H", "H", "H", "H", "H", "H", "H", "H", "H", "H", "H", "H", "H", "H", "H", "H", "H", "H", "H", "H", "H", "H", "H", "H", "H", "H"],
  "coordinates": [[17.35, 15.03, -3.48], [12.10, 15.49, 2.83], [15.54, 17.07, -0.75], [6.27, 16.64, -1.88], [9.64, 17.02, 3.54], [10.82, 20.10, -1.80], [13.12, 15.99, 0.15], [11.92, 10.72, 2.92], [8.21, 12.20, 1.21], [9.39, 15.34, -4.98], [19.67, 16.76, -3.54], [8.82, 18.23, 0.26], [12.21, 15.21, -0.58], [7.08, 15.59, -2.45], [20.41, 14.49, -3.63], [9.11, 17.05, 4.84], [14.55, 15.63, 3.10], [8.34, 15.36, -1.61], [12.73, 14.94, -2.02], [13.17, 15.91, 3.68], [9.30, 12.98, 1.60], [12.71, 11.62, 2.16], [11.94, 19.50, -2.41], [15.62, 18.27, -0.04], [16.63, 18.23, 1.13], [15.99, 14.69, -3.68], [18.17, 15.18, -4.67], [8.94, 17.82, 2.70], [9.92, 17.28, -6.14], [10.28, 16.41, -4.95], [12.89, 11.10, 0.69], [9.63, 17.64, 1.30], [10.97, 18.41, 1.26], [11.70, 19.36, -3.94], [19.65, 15.59, -4.39], [9.29, 12.97, 3.12], [11.30, 15.93, 3.15], [16.56, 17.32, 1.73], [11.84, 14.54, -2.52], [13.47, 11.78, 0.08], [14.74, 16.59, -0.52], [9.19, 13.99, 1.20], [8.12, 14.92, -0.64], [10.79, 19.46, 1.44], [10.67, 18.04, -6.35], [11.32, 16.08, -4.95], [12.03, 18.52, -1.93], [10.06, 13.61, 3.54], [7.42, 12.75, 1.18], [6.52, 14.70, -2.74], [19.35, 16.45, -2.63], [9.01, 18.85, 3.06], [20.42, 13.61, -4.27], [11.95, 14.27, -0.09], [14.65, 16.07, 2.11], [9.75, 16.57, 1.11], [13.71, 11.68, 2.58], [9.40, 11.96, 3.51], [17.60, 18.22, 0.63], [15.55, 14.65, -2.69], [12.95, 16.98, 3.70], [8.34, 13.33, 3.51], [18.13, 14.28, -5.29], [15.91, 13.78, -4.29], [12.80, 20.14, -2.22], [13.55, 14.23, -1.89], [15.39, 15.89, 3.74], [16.54, 19.04, 1.85], [10.23, 12.61, 1.17], [9.23, 18.06, -0.65], [12.28, 12.62, 2.13], [13.40, 10.13, 0.62], [10.65, 19.20, -4.20], [9.56, 14.78, -5.75], [15.50, 15.49, -4.24], [11.04, 20.98, -1.47], [8.96, 17.75, -5.94], [11.25, 15.72, -0.56], [11.89, 20.30, -4.45], [8.97, 14.61, -2.10], [17.71, 15.92, -5.32], [18.91, 17.34, -3.84], [8.18, 16.49, 4.82], [11.78, 18.09, 1.92], [12.33, 18.56, -4.32], [15.77, 19.14, -0.67], [14.60, 18.38, 0.34], [11.96, 10.98, 3.85], [13.10, 15.44, 4.66], [9.75, 16.71, -7.05], [8.99, 17.99, 5.39], [14.66, 14.56, 2.96], [12.73, 15.97, 1.03], [21.40, 14.85, -3.34], [5.86, 17.20, -2.53], [11.96, 10.85, 0.19], [13.10, 15.81, -2.56], [20.18, 15.88, -5.29], [8.91, 16.28, -1.46], [10.16, 16.89, -3.98], [7.90, 17.50, 2.60], [11.41, 18.29, 0.27], [7.91, 17.79, 0.16], [19.90, 14.13, -2.74], [9.83, 16.52, 5.47], [7.38, 16.01, -3.41]],
  "mulliken_charge": [0.082, -0.102, -0.505, -0.530, -0.209, -0.527, 0.206, -0.578, -0.590, -0.493, -0.664, -0.695, 1.063, -0.323, -1.356, -1.006, -0.439, 0.025, -1.131, -0.438, 1.559, 0.411, 0.473, 0.025, -1.065, -0.657, -0.739, -1.092, -1.275, 0.403, -1.277, 2.401, -0.504, -1.236, 0.237, -0.821, -0.018, 0.225, 0.355, 0.216, 0.508, -0.734, 0.160, 0.512, 0.327, 0.134, -0.495, 0.059, 0.366, 0.301, 0.316, 0.370, 0.379, -0.139, -0.297, -1.085, 0.427, 0.248, 0.328, 0.245, 0.387, 0.389, 0.505, 0.409, 0.477, 0.031, 0.452, 0.345, -0.452, -0.085, -0.232, 0.415, 0.267, 0.292, 0.389, 0.301, 0.307, -0.326, 0.432, 0.344, 0.451, 0.250, 0.339, -0.050, 0.267, 0.421, -0.123, 0.320, 0.368, 0.426, 0.325, 0.182, -0.398, 0.401, 0.308, 0.328, 0.345, 0.402, -0.437, -0.099, 0.428, -0.484, 0.348, 0.314, 0.282, 0.102],
  "charge": 1,
  "gap_ev": [7.86, 1.61],
  "relative_energy_kj_mol": 18.1,
  "spin_multiplicity": 2,
  "mol_weight_g_mol": 546.83,
  "lumo_energy_ev": [-2.84, -9.09],
  "e_tot_ev": -49464.793,
  "homo_ev": [-10.70, -10.70]
}

***

No. 2
{
  "formula": "C24H70N6O8",
  "method": "ωB97M-V with the def2-TZVPD basis set",
  "species": ["O", "O", "O", "O", "O", "O", "O", "O", "N", "N", "N", "N", "N", "N", "C", "C", "C", "C", "C", "C", "C", "C", "C", "C", "C", "C", "C", "C", "C", "C", "C", "C", "C", "C", "C", "C", "C", "C", "H", "H", "H", "H", "H", "H", "H", "H", "H", "H", "H", "H", "H", "H", "H", "H", "H", "H", "H", "H", "H", "H", "H", "H", "H", "H", "H", "H", "H", "H", "H", "H", "H", "H", "H", "H", "H", "H", "H", "H", "H", "H", "H", "H", "H", "H", "H", "H", "H", "H", "H", "H", "H", "H", "H", "H", "H", "H", "H", "H", "H", "H", "H", "H", "H", "H", "H", "H", "H", "H"],
  "coordinates": [[4.29, 0.15, -5.96], [0.00, -3.39, -2.73], [3.66, 3.22, -1.71], [2.42, -7.28, -1.01], [0.06, -1.35, -0.74], [-1.91, 4.43, 0.03], [-5.32, 0.73, 0.54], [0.01, 0.34, 5.16], [2.65, -1.77, 0.44], [3.74, 2.75, -4.54], [4.04, -4.57, 0.87], [-0.05, 6.29, 1.05], [-7.05, 2.87, 0.89], [-2.89, 0.45, 2.93], [-2.93, 3.49, 0.22], [-7.29, 1.56, 1.54], [-0.93, -0.12, 4.22], [-4.59, -0.11, -0.33], [1.19, -0.39, 5.13], [3.01, -6.65, 0.14], [2.42, -8.67, -0.87], [3.02, 0.62, -5.56], [-0.81, -1.52, 0.38], [-0.64, 3.96, 0.44], [1.71, 4.60, 0.82], [-2.03, 0.92, 4.04], [0.36, 5.07, 0.32], [1.95, -0.46, 0.54], [1.60, 1.75, -3.89], [-6.70, 0.47, 0.68], [-8.80, 1.35, 1.76], [-2.82, 1.16, 5.32], [4.85, -0.81, -5.08], [3.73, -4.98, -1.62], [0.97, -0.28, -0.63], [3.03, 1.47, -4.29], [3.23, -5.19, -0.19], [3.03, 0.61, 0.57], [4.18, -1.67, -4.94], [0.51, 5.35, -0.73], [3.86, -3.57, 0.90], [-1.39, -1.07, 4.54], [1.55, -0.32, -1.56], [-1.34, -0.58, 0.51], [2.02, -8.98, 0.10], [-3.87, 3.95, 0.54], [4.49, -5.72, -1.90], [1.80, -9.09, -1.66], [-6.09, 2.84, 0.57], [-1.55, -2.28, 0.14], [-3.15, 2.94, -0.70], [3.78, 0.48, -0.22], [-3.50, 2.00, 5.18], [2.16, 3.85, 0.16], [-0.27, 3.13, -0.17], [1.64, 4.04, 1.76], [3.01, -1.72, -0.52], [5.03, -4.73, 0.70], [-7.17, 0.47, -0.31], [-0.48, -0.26, 3.23], [-3.39, 0.27, 5.59], [5.76, -1.18, -5.54], [2.29, -6.79, 0.95], [2.92, -5.08, -2.34], [5.13, -0.36, -4.12], [-9.13, 0.32, 1.59], [2.47, 5.38, 0.92], [0.47, 0.69, -0.55], [4.69, 2.50, -4.80], [0.60, 7.03, 0.87], [-4.61, -1.11, 0.11], [1.36, -0.37, 1.46], [2.67, 1.63, 0.40], [-4.83, -0.08, -1.40], [3.98, -7.13, 0.31], [1.02, 0.82, -3.85], [1.98, -2.53, 0.40], [-3.54, 0.17, -0.28], [-3.51, 1.17, 2.58], [-0.98, 6.56, 0.76], [-9.41, 2.00, 1.13], [4.24, -4.02, -1.72], [2.24, -4.71, -0.17], [-0.46, -2.95, -3.45], [1.00, -1.47, 5.21], [3.44, -9.07, -0.96], [-2.17, 1.40, 6.16], [-6.87, -0.50, 1.17], [-0.22, -1.82, 1.25], [-1.61, 1.88, 3.72], [3.54, 0.95, -3.48], [1.56, 2.16, -2.88], [-6.84, 1.53, 2.54], [-2.65, 2.78, 1.01], [3.19, 4.04, -1.57], [2.30, -0.21, -5.47], [2.68, 1.25, -6.39], [3.49, 0.57, 1.55], [-9.05, 1.58, 2.80], [3.37, 3.17, -5.39], [-3.55, -0.20, 3.34], [-0.71, 3.67, 1.50], [1.07, 2.50, -4.48], [-7.03, 3.59, 1.61], [1.81, -0.09, 5.97], [1.78, -0.23, 4.21], [0.20, -2.68, -2.10], [3.89, 3.22, -2.66]],
  "mulliken_charge": [-0.362, -0.676, -0.588, -0.256, -0.252, -0.425, -0.019, -0.367, -0.427, -0.655, -0.625, -0.767, -0.830, -0.355, -0.155, 0.862, -0.028, -0.659, -0.555, -0.701, -0.754, -0.878, -0.712, -0.431, -0.723, 0.678, 0.707, 1.192, -1.303, -0.935, -1.459, -1.670, -0.669, -1.453, 0.316, 0.826, 0.702, -1.225, 0.319, 0.259, 0.377, 0.317, -0.187, 0.153, 0.289, 0.162, 0.323, 0.238, 0.190, 0.337, 0.273, 0.351, 0.401, -0.495, 0.218, 0.332, 0.227, 0.261, 0.326, -0.194, 0.392, 0.286, 0.347, 0.347, 0.244, 0.330, 0.415, -0.216, 0.225, 0.249, 0.380, -0.695, -0.044, 0.373, 0.327, 0.370, 0.351, -0.097, 0.051, 0.257, 0.368, 0.432, -0.152, 0.263, 0.330, 0.302, 0.365, 0.407, 0.341, -0.036, 0.103, 0.059, 0.186, -0.054, 0.330, 0.383, 0.341, 0.407, 0.346, 0.296, 0.255, 0.131, 0.446, 0.287, 0.305, 0.068, 0.421, 0.331],
  "charge": 0,
  "gap_ev": 9.45,
  "relative_energy_kj_mol": 67.8,
  "smiles": "COC[C@H](C)N.COC[C@H](C)N.COC[C@H](C)N.COC[C@H](C)N.COC[C@H](C)N.COC[C@H](C)N.O.O",
  "mol_weight_g_mol": 570.86,
  "lumo_energy_ev": 0.46,
  "e_tot_ev": -51340.938,
  "homo_ev": -8.99
}